Here is a molecular structure, C15H24Cl2NO2PRe in a non-equilibrium geometry from the OMol25 dataset. Energies are from ωB97M-V/def2-TZVPD.

```
46
Properties=species:S:1:pos:R:3
C -0.3197 0.2775 -4.0050
C -0.1680 1.3683 -3.1506
C 0.1347 1.2001 -1.7898
C 0.2956 -0.1199 -1.2788
C 0.0532 -1.2306 -2.1614
C -0.1696 -1.0212 -3.5248
C 0.2755 2.4204 -0.9243
C -0.5294 2.5110 0.3836
N -1.0247 1.1984 0.8782
Re 0.6187 -0.3930 0.7267
C -0.0441 -2.5942 -1.5594
P -0.3229 -2.3299 0.3122
H -0.3001 2.3811 -3.5440
H -0.2648 -1.8794 -4.2013
H -0.5650 0.4447 -5.0520
H 0.8748 -3.1944 -1.6778
H -0.8940 -3.1736 -1.9494
H 1.3398 2.6007 -0.6945
H -0.0526 3.2798 -1.5297
H 0.1069 2.9590 1.1559
C 0.4138 -3.8537 0.9979
C -2.1305 -2.6824 0.3274
H -1.4093 3.1634 0.2454
C -2.2668 0.8429 0.1500
C -1.2854 1.2315 2.3363
H 2.0968 -1.1170 0.1039
H -3.0030 1.6419 0.3169
H -2.0635 0.7524 -0.9199
H -2.6508 -0.1059 0.5280
H -2.3089 1.5908 2.5189
H -1.1592 0.2104 2.7198
H -0.5716 1.8969 2.8376
H -2.3065 -3.7194 0.0073
H -2.5154 -2.5369 1.3457
H -2.6597 -2.0102 -0.3623
H 0.1883 -4.7136 0.3546
H 1.5026 -3.7318 1.0817
H 0.0003 -4.0207 1.9992
H 1.9737 -1.5246 0.8837
Cl 4.6508 2.4358 1.2641
C 3.3366 2.5047 2.4466
Cl 2.2196 3.8903 2.2081
C 2.5748 1.1578 2.3186
O 2.7467 0.2975 3.1753
O 1.8290 1.1061 1.2531
H 3.7533 2.5891 3.4484
```

Summary:
expectation value of S²: 3.791
highest occupied orbital energy (spin up / spin down): -16.01 / -16.01 eV
2S+1: 4
HOMO-LUMO gap (spin up / spin down): 8.0 / 5.6 eV
charge: +2
energy above the lowest of the compared OMol25 structures with the same formula, charge and spin: 0.0 kcal per mole

Here is 2 unconnected molecules or ions with the total composition C15H24ClF3N3O2 in a non-equilibrium geometry from the OMol25 dataset. Energies are from ωB97M-V/def2-TZVPD.

```
48
Properties=species:S:1:pos:R:3
C -4.4502 -2.0379 -0.7883
C -3.5890 -3.2191 -0.3796
C -1.9569 -2.9020 -0.3403
C -1.1556 -3.1980 -1.7771
C 0.4464 -2.8465 -1.7846
Cl 1.4382 -3.1392 -3.3617
C 1.1400 -2.2602 -0.4001
C 2.7683 -1.9008 -0.5289
C 2.8007 -0.3885 -1.2427
C 3.6481 0.7139 -0.3684
C 2.6422 1.7283 0.4898
C 2.2715 3.1135 -0.3679
N 0.9197 2.9616 -1.0377
N 0.3462 -2.0465 0.9026
N 1.0745 -1.5755 1.9834
C -1.1656 -2.3342 1.0126
C -2.0685 -2.0808 2.3566
O -1.3901 -2.3628 3.6308
C -1.3365 -1.1822 4.5105
F -0.3473 -1.5280 5.5988
F -2.6405 -0.9674 5.2415
F -0.8186 0.0505 3.8738
H -5.0487 -2.0033 -1.8076
H -4.4882 -1.1132 -0.0610
H -4.0573 -4.2723 -0.1352
H -1.6893 -3.6287 -2.7273
H 3.3264 -1.9312 0.4991
H 3.3018 -2.6715 -1.2518
H 1.6828 0.0255 -1.2957
H 3.1485 -0.5080 -2.3539
H 4.1825 1.4246 -1.1636
H 4.4335 0.1976 0.3483
H 1.6054 1.2364 0.7434
H 3.2069 2.0581 1.4760
H 2.1360 3.9542 0.4608
H 3.1440 3.4276 -1.0824
H 0.8617 3.4797 -1.9484
H 0.1526 3.3496 -0.4126
H 1.9389 -2.1297 2.1682
H 1.2487 -0.5477 1.9442
H -2.5181 -0.9937 2.2693
H -3.0115 -2.8118 2.3184
C -2.1371 5.3697 -2.8060
O -1.1855 4.6857 -2.0116
H -1.6114 5.9680 -3.5538
H -2.7813 4.6448 -3.3096
H -2.7368 6.0277 -2.1722
H -1.6812 4.1639 -1.3578
```

Summary:
highest occupied orbital energy: -11.38 eV
2S+1: 1
HOMO-LUMO gap: 6.5 eV
charge: +1
energy above the lowest of the compared OMol25 structures with the same formula, charge and spin: 166.5 kcal per mole

Here is a molecular structure, C15H24CuN4O7 from the OMol25 dataset. Energies are from ωB97M-V/def2-TZVPD.

```
51
Properties=species:S:1:pos:R:3
Cu -1.4736 -0.7047 -0.7640
O 2.2604 1.1757 1.1484
C 1.1618 0.5495 0.9948
O 0.5798 0.3120 -0.0769
C 0.5557 -0.0246 2.2784
C 0.5888 -1.5679 2.2527
C 0.5361 -2.0906 3.7022
C -0.9611 -1.8566 4.0377
C -1.4599 -1.2197 2.7260
O -0.6929 -1.9361 1.7561
C -0.9485 0.2282 2.6168
C -1.8448 1.1062 1.6992
O -2.1971 2.1868 2.2081
O -2.2171 0.6476 0.5885
H 1.1737 0.3371 3.1019
H 1.3600 -2.0007 1.6183
H 1.2137 -1.5433 4.3595
H 0.7944 -3.1505 3.7441
H -1.1165 -1.2112 4.9037
H -1.4750 -2.8039 4.2138
H -2.5190 -1.3394 2.5113
H -1.0008 0.7244 3.5859
N 0.9167 -0.3545 -3.0947
C 1.0910 1.0786 -2.9668
C 1.7906 1.5685 -4.2600
C 1.9684 3.0653 -4.5427
C 2.7570 3.8997 -3.5111
N 3.6348 3.1659 -2.6220
C 3.2201 2.8112 -1.3542
N 2.1390 3.3123 -0.8520
N 4.0161 1.9337 -0.6777
C -0.1711 1.8858 -2.6370
O 0.0527 3.1381 -2.2387
O -1.2862 1.4431 -2.7447
H 0.6086 -0.7191 -2.1948
H 0.1288 -0.5522 -3.7050
H 1.7699 1.2260 -2.1333
H 1.2413 1.1370 -5.1048
H 2.7680 1.0758 -4.2781
H 0.9896 3.5366 -4.6513
H 2.4699 3.1467 -5.5143
H 2.0616 4.4323 -2.8716
H 3.3582 4.6527 -4.0313
H 4.2788 2.5263 -3.0553
H 0.9360 3.2187 -1.7162
H 1.9557 2.8946 0.0589
H 4.5812 1.3298 -1.2559
H 3.4528 1.4081 0.0369
C -1.6048 -2.2152 -1.9099
H -1.0218 -3.1456 -1.8437
H -2.1134 -2.2192 -2.8860
```

Summary:
expectation value of S²: 0.756
highest occupied orbital energy (spin up / spin down): 0.01 / -0.63 eV
2S+1: 2
HOMO-LUMO gap (spin up / spin down): 4.9 / 5.5 eV
charge: -2
energy above the lowest of the compared OMol25 structures with the same formula, charge and spin: 0.0 kcal per mole

Here is a molecular structure, C15H24CuN6O6 in a non-equilibrium geometry from the OMol25 dataset. Energies are from ωB97M-V/def2-TZVPD.

```
52
Properties=species:S:1:pos:R:3
O 3.5767 0.6083 -1.7513
H 4.5462 0.6845 -1.7420
Cu 0.7831 -0.4662 -0.3524
N 1.1198 1.2482 -1.2064
N 1.3594 0.5691 1.2030
N -0.4400 -1.1012 -1.7103
N -0.3827 -1.5931 0.6689
O 0.7169 1.6260 -2.3484
O -0.5828 -0.4754 -2.8687
O -0.4367 -1.5823 1.9940
O 1.2864 0.1813 2.4344
C 2.0540 1.6727 0.8783
C 1.8960 2.0735 -0.4763
C -1.2614 -2.1038 -1.3948
C -1.2256 -2.3973 0.0160
C 2.4802 3.2975 -1.0594
H 3.1130 3.0432 -1.9149
H 3.0953 3.8226 -0.3232
H 1.6740 3.9701 -1.3837
C 2.9134 2.3159 1.8880
H 3.6840 1.6136 2.2306
H 2.3313 2.6383 2.7572
H 3.4281 3.1916 1.4896
C -2.2122 -2.7270 -2.3513
C -2.0751 -3.4315 0.6677
H -1.9203 -2.5010 -3.3768
H -3.2272 -2.3456 -2.1911
H -2.2418 -3.8131 -2.2341
H -2.0567 -3.2928 1.7533
H -1.7036 -4.4388 0.4248
H -3.1142 -3.3727 0.3156
H -0.0310 0.4422 -2.6928
H 0.3463 -0.8655 2.2549
C 2.4829 -1.4728 -0.6450
H 3.1424 -0.7804 -1.2550
H 2.1426 -2.4261 -1.0756
H 2.8505 -1.6843 0.3702
O 2.5801 0.2587 -4.1596
H 3.0806 0.5903 -3.3261
H 2.2232 -0.5716 -3.7806
N -5.4994 0.3981 4.4051
C -4.6455 0.5110 3.6099
C -3.5981 0.6727 2.6258
C -2.4388 1.3899 2.9070
C -1.4523 1.4985 1.9176
N -1.5602 0.9140 0.7332
C -2.7227 0.3733 0.3978
C -3.7562 0.1875 1.3224
H -2.2716 1.8483 3.8775
H -0.5540 2.0808 2.1141
H -2.8384 0.0490 -0.6425
H -4.6578 -0.3282 1.0052
```

Summary:
expectation value of S²: 0.845
highest occupied orbital energy (spin up / spin down): -8.08 / -8.01 eV
2S+1: 2
HOMO-LUMO gap (spin up / spin down): 5.7 / 5.7 eV

Which formula does entry 1 have? C15H24Cl2NO2PRe

Among the records above, which one has the highest 2S+1? C15H24Cl2NO2PRe

Among the records above, which one has the lowest 2S+1? C15H24ClF3N3O2

Number 4 is which compound? C15H24CuN6O6